(1)
4 unconnected molecules or ions with the total composition C25H27F3N4O5PS2 at a distorted geometry, computed with the ωB97M-V functional and the def2-TZVPD basis.

HOMO-LUMO gap, eV: 6.584
Strongest force on any atom, eV Å⁻¹: 4.24
Charge: +1
LUMO level, eV: -3.99
HOMO level, eV: -10.5734

```
67
Properties=species:S:1:pos:R:3:forces:R:3
C 1.663966 -5.584313 3.282816 -0.083 -0.089 -0.683
C 2.129998 -4.225818 2.689080 -0.331 -2.253 1.198
O 3.061510 -3.717866 3.169873 1.284 1.563 -0.101
O 1.426124 -3.718970 1.569164 -1.148 0.043 0.452
C 0.822173 -2.509101 1.810848 -0.768 0.352 -1.348
O 1.170068 -1.709444 2.594270 0.629 0.591 1.326
C -0.427427 -2.126363 0.910695 0.489 -1.064 0.380
C -1.673367 -2.675154 1.590421 -1.405 0.526 0.778
N -2.490880 -2.024119 2.456485 0.272 -1.448 -0.498
C -3.443242 -2.940709 2.828102 0.928 1.202 -0.282
N -4.404351 -2.658614 3.709855 -1.782 -0.796 -0.580
P -5.546256 -3.934809 4.145891 1.683 -1.337 2.629
S -4.617184 -5.108025 5.397106 -0.336 0.136 -0.600
N -3.274221 -4.131411 2.197971 -0.367 2.143 1.175
N -2.177828 -3.922461 1.438400 1.787 -1.700 -1.773
S -1.685217 -5.283355 0.467249 0.644 -2.859 -3.059
C -1.379431 -6.634742 1.672062 -0.700 1.369 0.865
O -0.520155 -4.987884 -0.306424 0.055 0.932 1.577
O -2.797169 -5.682451 -0.348259 -0.590 0.644 1.507
H 1.866623 -6.380169 2.529351 -0.561 0.484 0.393
H 0.611487 -5.566524 3.621858 0.463 -0.056 -0.450
H 2.278526 -5.851270 4.164728 -0.209 0.608 -0.598
H -0.249254 -2.550188 -0.095061 -0.517 0.261 0.443
H -0.461040 -1.019875 0.915007 -0.154 -0.758 -0.031
H -4.437246 -1.732532 4.129012 0.135 -0.152 -0.228
H -6.672930 -3.389738 4.810596 0.158 0.522 -1.067
H -5.869450 -4.728673 3.018097 -0.361 1.158 -0.305
H -3.819414 -4.986251 2.237920 0.369 0.025 -0.215
H -1.127532 -6.135393 2.630815 0.212 -0.522 -0.576
H -0.572669 -7.284477 1.296280 -0.448 0.455 0.013
H -2.347069 -7.148434 1.834502 0.630 0.084 -0.412
F -0.957552 0.505557 -1.235429 -0.030 -0.170 -0.004
C -0.659281 1.652524 -0.583522 0.110 0.520 0.238
C -1.428765 2.778228 -0.804118 -0.251 0.003 -0.183
C -1.121173 3.951665 -0.128321 0.178 -0.177 0.111
C -0.043129 3.985600 0.749630 -0.024 0.080 0.031
C 0.723284 2.847448 0.956963 -0.151 0.119 -0.035
C 0.409256 1.671386 0.289467 0.075 -0.335 0.067
H -2.258994 2.733473 -1.498272 0.020 -0.033 0.012
H -1.719836 4.839709 -0.286263 0.030 -0.037 -0.036
H 0.198019 4.902786 1.271891 0.006 -0.033 -0.049
H 1.565137 2.874546 1.637163 -0.026 -0.037 -0.036
H 0.991339 0.770341 0.444516 0.040 0.042 -0.006
F 5.579009 2.226481 -4.297401 0.010 0.019 -0.035
C 5.166744 1.566773 -3.203319 -0.130 -0.209 0.354
C 3.856859 1.704737 -2.784219 -0.193 0.152 -0.143
C 3.430575 1.018265 -1.655770 0.238 -0.110 0.005
C 4.320336 0.212166 -0.955401 -0.090 -0.038 0.064
C 5.635155 0.087216 -1.386026 -0.161 0.067 -0.035
C 6.061261 0.763894 -2.520172 0.234 -0.022 -0.071
H 3.181023 2.343873 -3.338370 0.044 -0.009 -0.015
H 2.405020 1.111851 -1.321319 0.076 0.069 -0.093
H 3.987358 -0.319868 -0.071364 0.040 0.023 -0.017
H 6.329163 -0.537547 -0.837886 -0.005 0.025 -0.047
H 7.079497 0.672261 -2.875913 -0.028 0.041 -0.012
F 0.533364 6.330205 -1.720144 0.024 -0.040 0.085
C -0.056729 6.747234 -2.856472 -0.219 0.158 -0.440
C 0.289010 7.975982 -3.385409 0.186 0.149 0.126
C -0.315827 8.403143 -4.559583 -0.116 -0.199 0.024
C -1.264784 7.602593 -5.183772 -0.036 0.051 -0.090
C -1.605846 6.372131 -4.637927 0.117 0.161 0.026
C -0.994914 5.937541 -3.469397 -0.059 -0.216 0.136
H 1.024705 8.589184 -2.880597 -0.003 -0.047 0.005
H -0.047644 9.360592 -4.987756 0.004 -0.027 0.047
H -1.738458 7.939682 -6.097529 0.020 -0.019 0.039
H -2.348252 5.750271 -5.122392 0.043 -0.002 0.027
H -1.242068 4.977210 -3.034277 0.048 0.021 0.019
```
Positions in Å, forces in eV/Å.

These are the Löwdin partial charges, in e, on atoms 1 to 8: C 0.031; C -0.449; O 0.207; O 0.090; C -0.429; O 0.194; C 0.050; C -0.178

(2)
A molecular structure, C25H27FHfN8O11S4, computed with the ωB97M-V functional and the def2-TZVPD basis.

HOMO-LUMO gap, eV: 6.523
ΔE to the lowest compared entry with this formula, charge and spin, kJ/mol: 32.12
Strongest force on any atom, eV Å⁻¹: 0.54
LUMO level, eV: -0.65
HOMO level, eV: -7.1718

```
77
Properties=species:S:1:pos:R:3:forces:R:3
Hf 0.124771 0.033943 0.475715 -0.384 -0.353 -0.147
N 1.073511 1.696399 -3.683705 0.004 0.017 -0.028
C 0.375330 0.728796 -3.042030 0.001 -0.109 0.025
S 0.848668 -0.885006 -3.162445 -0.032 -0.107 0.009
N -0.750531 1.153513 -2.446003 -0.077 0.021 0.042
N -1.202430 0.372666 -1.452416 0.013 0.128 0.047
C -2.482914 0.256858 -1.336161 0.016 -0.003 -0.055
C -3.052164 -0.331972 -0.141030 -0.001 -0.003 0.008
C -4.413041 -0.624526 -0.064442 -0.001 -0.005 -0.005
C -4.917917 -1.186713 1.090644 0.010 0.004 -0.004
C -4.052480 -1.456831 2.142735 -0.018 -0.009 -0.006
C -2.713325 -1.145078 1.987734 0.007 0.004 -0.009
N -2.219031 -0.581115 0.885540 -0.004 -0.001 -0.052
H 1.995403 1.428553 -3.985021 0.006 -0.003 0.011
H 0.960908 2.634694 -3.335137 0.001 0.003 0.002
H -3.125345 0.628949 -2.127133 -0.014 -0.006 0.004
H -5.049705 -0.404626 -0.910582 0.001 0.001 -0.002
H -5.972559 -1.414128 1.174583 -0.001 0.001 0.001
H -4.409910 -1.888306 3.067864 -0.018 0.022 -0.034
H -1.988263 -1.334479 2.766780 -0.005 0.012 -0.024
O 4.192051 -1.514963 -0.340186 0.009 -0.023 -0.003
S 3.423367 -0.315133 -0.484545 -0.046 0.069 -0.135
O 3.460930 0.378974 -1.736498 0.026 0.015 0.059
O 1.996630 -0.597499 -0.051608 0.111 -0.021 0.234
C 4.077585 0.870126 0.685787 0.012 -0.010 0.000
C 5.396039 0.651213 1.050291 0.005 -0.005 0.002
C 6.100074 1.601016 1.777230 -0.002 0.004 0.000
C 5.493219 2.789876 2.137385 -0.001 -0.006 -0.001
C 4.167083 3.013185 1.798396 0.004 0.000 -0.001
C 3.458420 2.060049 1.081238 -0.011 0.014 -0.006
S 1.719205 2.367082 0.957592 0.035 -0.028 -0.011
O 1.483470 3.740285 1.269690 -0.006 0.011 0.010
O 1.133363 1.383734 1.920286 0.107 0.063 0.089
O 1.176830 1.905253 -0.347549 0.057 0.016 0.010
H 5.863938 -0.274066 0.745864 -0.001 -0.001 -0.002
H 7.128864 1.407193 2.050590 0.002 0.003 0.003
H 6.038047 3.541735 2.692245 0.005 -0.002 0.000
H 3.664942 3.922238 2.095890 -0.003 -0.001 -0.001
C 0.849263 -3.969196 -1.494781 -0.027 0.034 0.025
S -0.616943 -2.980104 -1.247879 -0.016 -0.013 0.064
C -1.600636 -4.215350 -0.400621 -0.017 0.017 -0.033
O -0.235082 -2.071470 -0.085017 0.088 0.116 0.008
H 1.144173 -4.378443 -0.529336 0.016 -0.005 -0.016
H 1.621746 -3.311466 -1.883732 0.022 0.056 -0.032
H 0.619823 -4.759289 -2.209422 0.003 0.018 -0.010
H -1.828902 -5.014725 -1.105674 -0.004 -0.012 0.002
H -2.524652 -3.722867 -0.098059 -0.016 -0.002 -0.006
H -1.076420 -4.588944 0.477675 0.018 0.013 -0.015
C -1.562215 1.704707 3.416329 0.000 0.011 0.003
C -1.700356 2.407056 2.112393 -0.009 -0.015 -0.010
N -1.313637 1.978339 0.925386 0.109 -0.028 0.019
C -1.652962 2.960192 0.010870 -0.019 0.018 0.010
C -2.256495 3.982711 0.659966 -0.003 -0.004 -0.001
N -2.280223 3.617203 1.988651 -0.013 -0.003 0.008
H -0.865631 0.875728 3.323857 0.003 -0.003 -0.001
H -2.527435 1.322600 3.756573 -0.001 0.000 0.002
H -1.172485 2.384576 4.174731 -0.004 0.001 0.000
H -1.402742 2.862349 -1.033651 0.007 -0.003 0.001
H -2.644245 4.922648 0.312670 0.002 0.001 -0.001
H -2.640800 4.163617 2.750793 0.003 -0.002 0.001
F -2.366029 -0.948953 6.331507 0.000 -0.011 -0.004
C -2.002644 -1.909294 5.475560 -0.005 -0.001 0.010
C -0.751016 -1.995953 5.018054 -0.002 -0.013 -0.004
N -0.358956 -2.962344 4.120911 -0.002 -0.075 0.057
C 0.985214 -2.890354 3.563863 0.007 0.017 0.014
C 1.261172 -1.563014 2.857360 0.025 0.055 0.011
O 2.386530 -1.130171 2.837559 -0.010 -0.028 -0.015
O 0.193001 -1.037564 2.302999 0.008 0.121 -0.190
C -1.244610 -3.900128 3.638010 -0.036 0.123 -0.089
O -0.959917 -4.746555 2.817088 0.009 -0.040 0.044
N -2.525443 -3.790506 4.154592 0.014 -0.033 0.049
C -3.033401 -2.836456 5.030726 0.059 -0.019 0.027
O -4.204784 -2.805944 5.332232 -0.014 -0.009 0.017
H 0.011251 -1.290557 5.322400 -0.002 -0.001 0.005
H 1.070926 -3.685288 2.825673 0.017 -0.005 0.007
H 1.732993 -3.048906 4.338907 -0.015 0.013 0.014
H -3.185861 -4.470109 3.803923 -0.003 -0.001 0.001
```
Positions in Å, forces in eV/Å.

These are the Löwdin partial charges, in e, on atoms 1 to 8: Hf 1.744; N 0.086; C -0.934; S 0.624; N -0.039; N -0.152; C -0.097; C -0.260

(3)
A molecular structure, C25H27FeN7PS, computed with the ωB97M-V functional and the def2-TZVPD basis.

HOMO-LUMO gap, eV: 7.220
ΔE to the lowest compared entry with this formula, charge and spin, kJ/mol: 48.61
Strongest force on any atom, eV Å⁻¹: 0.48
Charge: +1
LUMO level, eV: -2.98
HOMO level, eV: -10.1957

```
62
Properties=species:S:1:pos:R:3:forces:R:3
Fe -0.559209 -0.548115 -0.220795 -0.074 0.072 0.055
N -2.272252 -4.483125 0.130949 -0.062 -0.026 -0.005
C -1.754454 -3.275529 -0.146991 0.093 0.121 0.123
S -1.516007 -2.167204 1.168118 0.112 -0.256 -0.019
N -1.428421 -3.064450 -1.411263 -0.155 0.024 -0.056
N -0.943568 -1.820515 -1.617953 -0.027 -0.079 0.054
C -0.697423 -1.449114 -2.825264 0.067 -0.012 0.033
C -0.298642 -0.056517 -2.981643 -0.012 0.005 -0.023
C -0.115085 0.542797 -4.221251 0.000 0.000 -0.033
C 0.131959 1.903032 -4.276062 -0.011 0.001 0.015
C 0.166450 2.626686 -3.093317 0.007 -0.031 -0.027
C -0.003848 1.952681 -1.895897 -0.039 0.087 0.069
N -0.205865 0.640382 -1.828474 0.346 -0.303 -0.143
H -2.610116 -4.679806 1.054999 0.005 0.000 -0.001
H -2.514474 -5.095987 -0.629418 0.027 -0.006 0.005
H -0.852537 -2.119974 -3.662323 0.002 0.020 -0.017
H -0.184766 -0.053410 -5.120901 0.004 -0.003 0.004
H 0.273821 2.396379 -5.228210 0.005 -0.004 -0.003
H 0.326716 3.695259 -3.092086 -0.008 0.002 0.011
H 0.023451 2.473777 -0.949673 -0.002 -0.021 -0.026
C 4.091545 2.725545 0.101034 0.016 -0.005 0.019
C 3.991805 2.944372 1.464542 -0.002 0.014 0.008
C 2.881025 2.473923 2.141892 0.034 -0.052 -0.012
C 1.903009 1.768934 1.436741 -0.032 0.026 0.085
N 2.012464 1.544541 0.133898 -0.022 -0.051 -0.052
C 3.069705 2.023032 -0.513636 0.031 -0.123 -0.038
C 0.620619 1.366452 2.103922 -0.084 -0.097 0.119
C 0.462550 1.615456 3.467446 0.031 -0.004 -0.036
C -0.771965 1.470068 4.061771 -0.042 -0.001 0.032
C -1.858775 1.175621 3.261722 -0.026 -0.034 0.027
C -1.636095 0.915872 1.921937 0.065 0.011 -0.082
N -0.402116 0.884354 1.371489 0.017 0.272 0.068
C -2.754170 0.727787 0.967068 0.017 -0.040 -0.011
C -4.062340 1.083696 1.247804 -0.019 0.043 0.015
C -5.025917 0.930532 0.264094 0.017 0.002 0.015
C -4.648139 0.439141 -0.972169 0.011 0.001 -0.022
C -3.320103 0.103541 -1.172781 -0.018 0.007 -0.045
N -2.396522 0.240418 -0.227009 -0.131 -0.039 0.059
H 4.931959 3.092438 -0.471072 -0.005 -0.004 -0.007
H 4.759867 3.491828 1.994292 -0.004 -0.003 0.007
H 2.783422 2.680118 3.195803 0.060 0.006 -0.027
H 3.098715 1.829837 -1.581689 -0.004 -0.010 -0.003
H 1.302708 1.929554 4.064783 -0.048 -0.023 0.016
H -0.894589 1.634166 5.123616 0.004 -0.006 0.002
H -2.854198 1.124265 3.675552 -0.003 0.005 -0.006
H -4.328488 1.486434 2.213492 -0.006 0.012 -0.006
H -6.054898 1.198233 0.461606 0.000 0.002 0.003
H -5.363308 0.308660 -1.771343 0.003 -0.002 -0.002
H -2.984189 -0.302886 -2.117553 -0.003 -0.006 0.006
C 2.094335 -1.639616 1.875077 0.007 -0.041 -0.032
P 1.457727 -1.801320 0.168448 0.125 0.223 -0.017
C 1.343797 -3.627240 0.064943 -0.106 0.051 -0.036
C 2.991097 -1.622980 -0.822858 -0.105 0.041 -0.048
H 2.867472 -2.387790 2.056258 -0.004 -0.005 0.003
H 1.277327 -1.797913 2.580042 -0.003 0.007 -0.006
H 2.526959 -0.655465 2.041285 -0.003 0.034 -0.008
H 2.323746 -4.038677 0.308425 -0.002 -0.013 -0.013
H 1.065441 -3.939031 -0.940880 -0.008 -0.005 -0.008
H 0.613840 -4.018780 0.769262 -0.020 0.016 0.000
H 3.702583 -2.401976 -0.546535 -0.004 0.003 0.002
H 3.461781 -0.658706 -0.670259 -0.014 0.177 0.007
H 2.754588 -1.733683 -1.883008 -0.001 0.017 0.010
```
Positions in Å, forces in eV/Å.

These are the Löwdin partial charges, in e, on atoms 1 to 8: Fe 0.088; N 0.099; C -0.817; S 0.738; N 0.020; N -0.157; C -0.067; C -0.245